# 1
The following is a quantum chemistry calculation of C17H14N6O2S in the gas phase at a distorted geometry, from the Open Molecules 2025 dataset.

Last column: Mulliken charge in e.
Positions of all 40 atoms, in Å:
S -3.81205 -2.18984 -0.31555  -0.20
O -4.13322 1.52325 0.58949  -0.60
O 0.28531 1.39433 -1.42701  -0.14
N -0.80767 0.66611 -1.76769  -0.70
N 1.12403 -1.63440 -0.04689  0.84
N -0.15664 -0.34334 1.56380  -0.37
N 0.84529 -2.59725 -0.94547  -1.19
N -2.47995 -0.76603 1.44950  -0.45
N -3.04803 0.54008 -1.15404  -0.09
C -1.06513 -2.03605 0.06176  -0.18
C 3.99141 0.42892 0.99162  -0.70
C 2.70547 -0.07782 0.93601  -0.36
C -3.97166 0.57805 -0.13607  0.39
C -1.40033 -0.18239 1.95216  -0.47
C -4.81396 -0.68835 -0.03029  -0.64
C 1.00959 3.20498 0.00969  -1.40
C 2.42010 -1.11391 0.05420  0.89
C 4.98851 -0.08850 0.18161  -0.51
C -0.43287 -2.85099 -0.90546  -0.75
C -1.81427 1.15412 -1.07777  0.49
C -1.39367 2.22642 -0.25292  -0.53
C 4.69719 -1.12320 -0.69273  -0.53
C -0.05617 2.31923 -0.51573  0.63
C 0.00147 -1.26472 0.61291  0.70
C -2.33773 -1.66399 0.49317  0.69
C 3.41726 -1.63860 -0.76197  -0.70
H 3.16971 -2.43895 -1.44011  0.43
H 1.92566 0.31944 1.56464  0.59
H 0.90632 3.31115 1.08642  0.30
H -3.05032 -0.26375 -1.77232  0.35
H -5.59465 -0.70718 -0.79144  0.42
H 5.98932 0.31345 0.23120  0.39
H 1.98057 2.77778 -0.22691  0.33
H 5.47090 -1.53007 -1.32632  0.39
H 0.93715 4.19335 -0.44233  0.38
H -1.57942 0.53375 2.74121  0.49
H -0.87176 -3.58936 -1.54532  0.50
H -1.99776 2.79552 0.41858  0.57
H -5.26247 -0.72618 0.96137  0.38
H 4.21445 1.23491 1.67501  0.39

Computed properties:
Spin multiplicity: 1
Charge: 0
Structure (SMILES): Cc1cc(NC(=O)CSc2ncnc3c2cnn3-c2ccccc2)no1
Gap between HOMO and LUMO: 0.3154 Eh
HOMO: -8.60 eV
DFT total energy: -41726.290 eV
Relative energy (zero: lowest compared OMol25 entry of this formula, charge and spin): 0.0 kcal per mole

# 2
The following is a quantum chemistry calculation of a molecular structure, C17H15BrCuFN4O5Se4, from the Open Molecules 2025 dataset.

Last column: Mulliken charge in e.
Positions of all 48 atoms, in Å:
Br -1.31408 -0.69073 2.51179  -0.16
Se -0.25764 3.77682 -2.91946  -0.24
Se 0.70200 5.11965 0.36750  -0.25
Se 1.48902 4.74136 -1.68252  -0.03
Se 0.12842 1.50371 -2.63866  -0.38
Cu 0.52393 1.01867 -0.14690  0.24
F -2.73334 -3.71557 2.19803  -0.39
O 2.34484 -1.64207 -0.85406  -0.74
O -4.62446 -2.76298 0.36871  -0.68
O 0.83092 2.04815 2.10762  -0.32
O -1.49240 -2.70985 -2.91612  -0.65
O 0.24599 -1.04871 -0.29422  -0.18
N 2.56310 1.62182 0.08783  0.64
N -3.02090 -2.77552 -1.24249  0.00
N -0.80735 -3.35302 -0.83098  0.06
N -1.70097 1.25267 0.57587  0.05
C 4.46184 1.53779 1.52365  -0.89
C -2.29028 0.23605 1.15997  0.37
C 4.75548 1.44585 -0.83864  -0.89
C 3.38166 1.52927 -0.96330  -0.26
C 1.13264 -1.81633 -0.74200  0.78
C -1.16532 -3.59560 0.46646  0.33
C -3.72097 1.60367 -0.65702  -0.75
C -3.56956 -0.22118 0.87557  -0.88
C 3.09300 1.61956 1.30522  0.69
C -3.47246 -2.98495 0.04721  0.36
C 5.30613 1.44803 0.43293  -0.27
C -1.73574 -2.92633 -1.75364  0.47
C 0.60770 -3.19853 -1.15848  -1.28
C -2.41765 -3.47124 0.91507  -0.02
C -4.29563 0.49003 -0.06138  -0.28
C 2.13937 1.69699 2.47863  -0.83
C -2.42441 1.94042 -0.31634  -0.29
H 6.37759 1.37446 0.57260  0.39
H 1.17937 -3.97764 -0.65587  0.35
H 2.88656 1.49419 -1.92669  0.44
H -3.69963 -2.41940 -1.90424  0.25
H 0.71859 -3.31956 -2.23436  0.36
H -1.92165 2.77497 -0.78682  0.34
H -0.36132 -3.87461 1.13363  0.42
H 4.84803 1.54448 2.53519  0.42
H -5.29617 0.17115 -0.32316  0.43
H -3.96782 -1.09288 1.37368  0.83
H 2.06709 0.71142 2.94538  0.26
H -4.24981 2.18803 -1.39555  0.40
H 0.83318 2.95632 1.75968  -0.06
H 2.55230 2.38712 3.22371  0.45
H 5.37079 1.36407 -1.72306  0.41

Computed properties:
Spin multiplicity: 2
Charge: -1
Gap between HOMO and LUMO (spin up / spin down): 0.2363 / 0.1674 Eh
HOMO (spin up / spin down): -3.98 / -3.96 eV
DFT total energy: -412860.115 eV
Relative energy (zero: lowest compared OMol25 entry of this formula, charge and spin): 13.1 kcal per mole

# 3
The following is a quantum chemistry calculation of a molecular structure, C17H15Cl2CrN3O6 at a distorted geometry, from the Open Molecules 2025 dataset.

Last column: Mulliken charge in e.
Positions of all 44 atoms, in Å:
Cr -0.90943 -0.07817 -0.19620  0.34
Cl 3.33944 -2.87754 -1.21200  -0.23
Cl 5.22097 1.92384 -2.74761  -0.28
O -2.34592 0.24845 -1.61569  -0.31
O -4.05538 -2.32284 1.20208  -0.69
O -2.33780 -0.94101 0.82382  -0.44
O -1.86533 -2.46106 -1.46793  -0.40
O 0.84259 -1.33427 -0.60733  -0.55
O -4.22313 -0.09696 -2.72506  -0.50
N 0.38147 1.21103 -1.08750  0.17
N 0.01594 0.23778 1.71007  0.45
N 0.14127 0.52582 3.88431  0.14
C 1.32063 0.06744 2.09905  -0.61
C 1.41302 0.25459 3.44450  -0.53
C 1.10140 3.38610 -1.76427  -0.94
C -3.12176 -0.52542 -2.13839  0.69
C 0.13492 2.49331 -1.29907  -0.32
C -0.66374 0.51072 2.80543  -0.68
C 1.62729 0.74115 -1.36959  0.49
C -2.28627 -3.06052 -0.24172  -0.51
C 3.90189 0.96074 -2.14990  0.75
C 3.06091 -1.18977 -1.45476  0.39
C -2.98547 -2.04427 0.68605  0.62
C -0.26633 0.79760 5.24871  -0.83
C 2.66276 1.56841 -1.87054  -0.25
C 4.08752 -0.38578 -1.95096  -0.65
C 1.80154 -0.66830 -1.11909  0.16
C 2.36492 2.93486 -2.04904  -0.73
C -2.91861 -2.01210 -2.26517  -0.55
H -1.36896 -3.39439 0.24290  0.29
H 0.61306 0.82451 5.88531  0.29
H -3.86047 -2.52518 -2.05033  0.43
H -2.94459 -3.91039 -0.43192  0.35
H -0.94021 0.02210 5.61030  0.32
H 3.12823 3.60946 -2.41114  0.43
H -4.28094 0.86406 -2.61614  0.38
H 5.04626 -0.83309 -2.17510  0.45
H 2.09679 -0.18895 1.40055  0.36
H -0.87524 2.82743 -1.09244  0.45
H -0.77193 1.76006 5.30751  0.33
H -2.64882 -2.20534 -3.30714  0.41
H 0.84244 4.42695 -1.89987  0.39
H -1.72977 0.66307 2.85327  0.50
H 2.25483 0.19584 4.11205  0.42

Computed properties:
Spin multiplicity: 5
Charge: 0
Gap between HOMO and LUMO (spin up / spin down): 0.2585 / 0.2567 Eh
HOMO (spin up / spin down): -7.02 / -7.14 eV
DFT total energy: -88096.961 eV
Relative energy (zero: lowest compared OMol25 entry of this formula, charge and spin): 9.5 kcal per mole

# 4
The following is a quantum chemistry calculation of C17H15Cl2N5OS in the gas phase at a distorted geometry, from the Open Molecules 2025 dataset.

Last column: Mulliken charge in e.
Positions of all 41 atoms, in Å:
Cl 2.64479 0.31286 3.43892  -0.23
Cl 1.40944 -2.58315 -0.90389  -0.18
S -0.63877 1.56985 0.79107  -0.18
O -3.67047 0.22805 4.00609  -0.68
N 3.01817 0.77989 -2.83096  -0.64
N 1.96947 -0.01516 -4.65218  -0.17
N -1.45653 0.69037 3.59874  -0.05
N 0.64239 0.49273 -2.74639  -0.35
N -3.11837 1.08660 2.03002  -0.12
C -1.88002 1.09060 -1.51396  -0.73
C -0.57991 1.46969 -1.00416  0.32
C -2.89630 1.12600 -0.41150  -0.62
C 1.85631 0.41557 -3.34501  0.15
C -2.31332 1.25618 0.86549  0.47
C 2.94478 1.45734 -1.65398  -0.68
C 0.91929 -0.83188 -5.20736  -0.72
C 1.87473 -1.37550 1.42940  -0.51
C -0.29978 -2.39555 1.11191  -0.85
C -0.66554 -1.89354 2.37454  -0.51
C 1.86195 1.71631 -1.03807  -0.86
C -2.77184 0.56902 3.22560  0.38
C 0.14121 -1.00873 3.04156  0.80
C 1.49372 -0.80385 2.63273  0.34
C 0.99294 -2.09562 0.68343  0.20
C 0.70940 1.19135 -1.61356  0.93
C -0.58339 -0.32668 4.17243  -1.25
H -0.09383 -0.32213 -5.43356  0.21
H 1.75245 2.35532 -0.20630  0.57
H -4.14806 1.21998 1.96201  0.30
H -0.96721 1.38968 3.06630  0.32
H 0.20745 0.18424 4.89949  0.34
H 1.30541 -1.39508 -6.14554  0.29
H 3.77552 1.81551 -1.31908  0.71
H 2.93567 -0.31594 -4.87820  0.30
H -0.89400 -3.09962 0.60392  0.55
H -1.64952 -2.25359 2.73702  0.34
H 2.88718 -1.15550 1.18711  0.48
H -4.01939 1.08236 -0.57525  0.27
H -2.12197 1.03856 -2.60543  0.40
H 0.56651 -1.56367 -4.49226  0.26
H -1.14058 -1.10286 4.71888  0.38

Computed properties:
Spin multiplicity: 1
Charge: 0
Structure (SMILES): CNc1nccc(-c2ccc(NC(=O)NCc3ccc(Cl)cc3Cl)s2)n1
Gap between HOMO and LUMO: 0.2959 Eh
HOMO: -8.29 eV
DFT total energy: -63249.204 eV
Relative energy (zero: lowest compared OMol25 entry of this formula, charge and spin): 46.3 kcal per mole

# 5
The following is a quantum chemistry calculation of 3 unconnected molecules or ions with the total composition C17H15F2NO8S2 at a distorted geometry, from the Open Molecules 2025 dataset.

Last column: Mulliken charge in e.
Positions of all 45 atoms, in Å:
S 0.54883 -6.68766 -0.42634  1.13
S 1.62023 -6.21360 -3.04598  1.13
F 2.56726 -4.77993 -2.92173  -0.24
F 0.29955 -8.41729 -0.43950  -0.24
O -0.43966 -6.12893 0.66927  -0.51
O -1.76021 7.32532 6.89449  -0.55
O 1.97993 -6.30139 0.09797  -0.46
O 1.26761 -6.43349 -4.56769  -0.50
O 0.68440 -0.62765 -0.94544  -0.58
O 0.19041 4.58656 -0.03035  -0.57
O 2.48473 -7.47607 -2.65929  -0.51
O -0.23684 3.85454 3.16589  -0.44
N 0.21489 -5.99762 -2.03180  -0.03
C 0.65994 2.87312 -1.57820  -0.52
C 0.30468 3.38684 -0.24041  0.20
C 0.07650 5.96352 4.16898  -0.43
C -0.58711 4.65260 4.02433  0.32
C 0.57013 0.57207 -0.73539  0.40
C -0.25522 -1.31261 -4.38024  -0.33
C -0.42884 -3.71662 -3.23534  -0.64
C 0.21487 1.08579 0.60240  -0.54
C 0.37807 -2.25858 -3.15833  0.14
C 0.78288 1.56246 -1.80920  -0.24
C -1.69014 4.34288 4.95524  -0.28
C -2.07355 5.21634 5.89139  -0.37
C -1.04177 -0.57051 -5.31213  -0.49
C 0.09193 2.39646 0.83341  -0.43
C -1.40994 6.52726 6.03605  0.35
C -0.30690 6.83698 5.10514  -0.33
C -0.16130 -4.54338 -1.84483  -0.75
H 0.16933 7.80290 5.22353  0.40
H 1.04219 1.16982 -2.78512  0.43
H 0.06153 0.34604 1.37862  0.43
H 1.53564 -2.38501 -3.30856  0.26
H 0.70244 -3.97804 -1.26695  0.47
H -1.63970 0.35399 -5.76855  0.32
H 0.88413 6.17464 3.47876  0.43
H -1.19456 -4.52708 -1.24759  0.44
H -2.16638 3.37696 4.83685  0.42
H -0.21040 -4.31073 -4.21966  0.31
H -2.88118 5.00522 6.58162  0.40
H 0.81328 3.61287 -2.35441  0.42
H -1.58396 -3.42128 -3.28368  0.33
H -0.16738 2.78909 1.80933  0.96
H 0.08965 -1.72680 -2.15654  0.29

Computed properties:
Spin multiplicity: 1
Charge: 0
Structure (SMILES): C#CCCCN(S(=O)(=O)F)S(=O)(=O)F.O=C1C=CC(=O)C=C1.O=C1C=CC(=O)C=C1
Gap between HOMO and LUMO: 0.2664 Eh
HOMO: -9.58 eV
DFT total energy: -62833.074 eV

# 6
The following is a quantum chemistry calculation of a molecular structure, C17H15N3NdO11Se at a distorted geometry, from the Open Molecules 2025 dataset.

Last column: Mulliken charge in e.
Positions of all 48 atoms, in Å:
Nd 7.55434 11.49932 6.98442  1.30
Se 6.94656 14.35564 8.51867  1.15
O 9.26297 10.77859 8.91174  -0.48
O 9.94240 7.29250 6.33805  -0.75
O 6.60724 15.51239 7.39150  -0.65
O 6.91008 9.62868 8.25504  -0.02
O 6.00665 12.98970 8.07546  -0.67
O 5.28235 10.66107 6.34035  -0.53
O 9.07504 9.59158 6.07138  -0.77
O 8.44448 13.50991 8.17026  -0.70
O 9.81957 9.00336 10.20880  -0.49
O 3.71134 9.06718 6.71695  -0.72
O 6.78538 14.91537 10.03111  -0.66
N 10.26820 11.19442 4.92884  -1.03
N 6.88410 13.49504 5.12813  -0.24
N 9.20292 11.95877 5.11784  0.56
C 11.00552 7.65974 5.60892  0.46
C 8.13052 15.26206 4.05140  -0.77
C 13.03138 6.94174 4.49418  -0.24
C 12.35066 9.27812 4.40465  -0.30
C 5.52779 9.08317 8.14988  -0.42
C 9.23394 13.16955 4.57196  -0.58
C 7.68678 9.01207 9.25891  -0.51
C 5.92883 14.37510 5.44404  0.08
C 13.29553 8.27332 4.09258  -0.69
C 10.08611 9.94986 5.36247  0.85
C 6.94963 16.03913 4.05039  -0.23
C 4.78351 9.64682 6.92633  0.42
C 11.96032 6.65974 5.31717  -0.67
C 11.15760 8.97770 5.14109  0.09
C 8.05190 13.98464 4.63288  1.20
C 8.99656 9.71115 9.42178  0.49
C 5.80195 15.54236 4.68020  -0.90
H 5.02396 9.41655 9.06275  0.35
H 7.97663 7.98520 9.02958  0.42
H 12.52290 10.28571 4.00064  0.37
H 14.11857 8.52078 3.42791  0.36
H 10.64526 9.51165 10.34442  0.41
H 9.38465 8.19190 6.43135  0.42
H 7.11389 8.96507 10.21959  0.42
H 13.70014 6.12112 4.16069  0.32
H 4.89338 16.13068 4.70014  0.34
H 10.11593 13.61366 4.05929  0.22
H 9.09032 15.62639 3.65047  0.28
H 5.17585 14.04610 6.16696  0.48
H 11.68369 5.64045 5.61680  0.37
H 5.56220 7.96093 8.13235  0.28
H 6.93227 16.92275 3.40387  0.40

Computed properties:
Spin multiplicity: 4
Charge: -1
Gap between HOMO and LUMO (spin up / spin down): 0.2650 / 0.2654 Eh
HOMO (spin up / spin down): -5.40 / -5.41 eV
DFT total energy: -125491.306 eV
Relative energy (zero: lowest compared OMol25 entry of this formula, charge and spin): 10.6 kcal per mole